Density functional theory data (ωB97M-V/def2-TZVPD) for a single C7H8S2 molecule.

Last column: natural (NBO) charge in e.
Element x y z (Å)
C 2.95102 0.96165 -0.67364  -0.758
S 2.83802 -0.79175 -0.23247  0.096
S 1.63793 -0.73357 1.43358  0.123
C 0.01049 -0.51680 0.74369  -0.193
C -0.63316 -1.55440 0.05108  -0.205
C -1.90167 -1.36519 -0.45194  -0.208
C -2.56297 -0.14877 -0.26104  -0.200
C -1.94157 0.87893 0.42617  -0.216
C -0.65356 0.70639 0.92957  -0.215
H 1.96442 1.33430 -0.90903  0.222
H 3.41438 1.53830 0.15716  0.225
H 3.59314 1.03505 -1.59129  0.232
H -0.14812 -2.48713 -0.05131  0.222
H -2.39211 -2.17508 -0.97529  0.217
H -3.58125 -0.01118 -0.66713  0.218
H -2.43959 1.81691 0.59623  0.217
H -0.15540 1.51233 1.47565  0.224

## Properties
SMILES string: CSSc1ccccc1
Total energy in eV: -29059.385
Gap between HOMO and LUMO in eV: 9.4

=====

Density functional theory data (ωB97M-V/def2-TZVPD) for a 6-piece molecular cluster, C7H9Br2Cl15 overall.

Last column: natural (NBO) charge in e.
Element x y z (Å)
Cl 2.85988 15.88019 12.41986  0.027
C 1.57038 14.70023 12.23808  -0.294
Cl 0.13522 15.43936 11.50059  0.013
Cl 1.19999 13.89549 13.74203  0.019
H 1.89533 13.91668 11.56644  0.234
Cl 3.37139 7.53136 11.06637  0.028
C 2.15290 6.30191 11.39142  -0.278
Cl 0.49823 6.94518 11.24740  -0.003
Cl 2.35095 5.62583 13.00388  0.025
H 2.29937 5.48712 10.69498  0.231
Cl -1.65746 4.32506 14.45946  0.015
C -2.37798 5.09587 13.03139  -0.280
Cl -4.14695 4.94531 13.04160  0.001
Cl -1.69320 4.34019 11.59918  0.018
H -2.11112 6.14540 13.00963  0.242
Cl -2.88866 11.45396 9.83239  0.015
C -3.59503 11.35499 8.22036  -0.276
Cl -4.84808 12.59817 7.97280  0.013
Cl -4.23173 9.73564 7.92061  0.019
H -2.81761 11.49280 7.48150  0.227
Cl -3.95223 8.08791 11.05356  -0.023
C -5.50347 7.21970 10.81956  -0.273
Cl -5.30181 5.89066 9.71224  0.046
Cl -6.75055 8.41182 10.35103  0.016
H -5.75050 6.81983 11.79247  0.231
Br -1.50391 8.73469 14.19802  -0.018
C -1.33150 9.77947 12.52194  -0.426
C -0.10850 10.65495 12.69158  -0.461
Br 0.38291 11.53434 11.04125  -0.008
H -2.21094 10.40066 12.36283  0.227
H -1.26592 9.08389 11.69252  0.228
H 0.72410 9.99749 12.93907  0.229
H -0.18753 11.41589 13.45774  0.237

## Properties
SMILES string: ClC(Cl)Cl.ClC(Cl)Cl.ClC(Cl)Cl.ClC(Cl)Cl.ClC(Cl)Cl.BrCCBr
Total energy in eV: -335326.176
Gap between HOMO and LUMO in eV: 10.8

=====

Density functional theory data (ωB97M-V/def2-TZVPD) for C7H9Br2NO2S as an isolated structure.

Last column: natural (NBO) charge in e.
Element x y z (Å)
C -1.82216 1.04860 0.88583  0.666
C 0.51765 1.10967 -0.04890  -0.242
C -1.53985 0.21230 -0.99591  -0.233
C -2.66706 0.18642 -0.10001  -0.238
C 1.03063 -0.39077 0.00230  -0.183
C 2.43859 -0.45831 -0.50027  -0.668
C 0.81138 -0.86962 1.45849  -0.629
N -0.85421 1.12722 -0.11136  -0.444
O -1.99049 1.54310 1.90959  -0.508
O 0.44016 -1.13897 -2.58723  -0.938
S -0.09947 -1.36163 -1.25856  1.206
Br -4.43804 0.87789 -0.74020  0.065
Br -2.93820 -1.50594 0.79339  0.082
H 0.99956 1.56075 0.84246  0.237
H 0.96001 1.61477 -0.94123  0.219
H -1.82281 0.66719 -1.99907  0.243
H 3.17301 0.36191 -0.33154  0.230
H 2.50934 -0.51536 -1.59664  0.251
H 2.94549 -1.28514 -0.12198  0.219
H 0.78060 -1.92127 1.52774  0.225
H -0.10142 -0.38602 1.80131  0.216
H 1.66728 -0.47679 2.11179  0.225

## Properties
Total energy in eV: -163907.686
Gap between HOMO and LUMO in eV: 9.3

=====

Density functional theory data (ωB97M-V/def2-TZVPD) for a 2-piece molecular cluster, C7H9Cl2NSi overall.

Last column: natural (NBO) charge in e.
Element x y z (Å)
C 1.61931 2.21607 -2.80478  -0.244
C 1.80574 0.83368 -2.68752  -0.189
C 0.75292 2.86716 -1.85514  -0.193
C 1.03760 0.09976 -1.71388  -0.350
C 0.09238 2.14217 -0.82124  -0.334
C 0.27079 0.78054 -0.83511  0.124
C -1.14733 -3.25986 2.34360  -0.412
N -0.82387 -1.83775 2.62568  -1.089
Si -1.49536 -0.50114 1.85541  1.345
Cl -1.02891 1.26568 2.89632  -0.413
Cl -3.48702 -0.48391 1.80426  -0.372
H 1.95895 2.57155 -3.77507  0.221
H 2.41305 0.39976 -3.48561  0.213
H 0.53633 3.96108 -2.09465  0.220
H 1.39053 -0.92558 -1.54560  0.226
H -0.41659 2.52402 0.01654  0.236
H -2.01315 -3.18382 1.69559  0.212
H -0.20258 -3.81220 2.03854  0.198
H -1.29803 -3.86614 3.28691  0.198
H 0.03522 -1.79106 3.05576  0.403

## Properties
Total energy in eV: -41816.266
Gap between HOMO and LUMO (alpha / beta) in eV: 8.3 / 7.4

=====

Density functional theory data (ωB97M-V/def2-TZVPD) for a single C7H9ClIN molecule.

Last column: natural (NBO) charge in e.
Element x y z (Å)
C -0.34049 2.12983 -0.88894  -0.605
C -0.94286 1.84760 0.47226  -0.483
C -0.87455 0.34129 0.71296  0.414
Cl -0.10642 -0.06933 2.31167  -0.112
N -1.28210 -0.56344 0.01309  -0.469
C -1.08700 -1.89557 0.00403  0.025
C 0.11436 -2.57501 -0.02908  -0.293
C 1.34360 -1.88336 -0.02995  -0.259
C 1.51806 -0.62249 -0.34550  -0.362
I 3.34598 0.39072 -0.19044  0.115
H -0.69195 1.45451 -1.66551  0.219
H 0.67296 1.99331 -0.83336  0.211
H -0.74113 3.21753 -1.13406  0.224
H -1.97129 2.24501 0.69576  0.246
H -0.30357 2.37800 1.29150  0.240
H -2.02534 -2.34969 0.12262  0.210
H 0.21410 -3.66443 -0.00889  0.232
H 2.25882 -2.42318 0.50558  0.225
H 0.89879 0.04871 -1.00374  0.221

## Properties
SMILES string: CC/C(Cl)=N/C=C\C=C\I
Total energy in eV: -29515.394
Gap between HOMO and LUMO in eV: 8.2

=====

Density functional theory data (ωB97M-V/def2-TZVPD) for a single C7H9ClNPS2 molecule.

Last column: natural (NBO) charge in e.
Element x y z (Å)
S 3.55932 -1.43144 1.16548  -0.188
C 2.63641 -1.26028 -0.51745  -0.276
N 1.67783 -2.23748 -0.78603  -0.716
S 0.30840 -2.26411 0.36413  0.049
P -1.55483 -1.84992 -0.67456  0.723
Cl -2.56043 -2.61324 0.86954  -0.259
C -1.57205 -0.04070 -0.35419  -0.388
C -1.59256 0.96801 -1.36560  -0.195
C -1.30344 2.30110 -1.12054  -0.216
C -1.03993 2.72872 0.23029  -0.185
C -0.96382 1.75721 1.19954  -0.236
C -1.23182 0.37532 0.92876  -0.160
H 2.38111 -1.08590 1.98391  0.146
H 3.49938 -1.32358 -1.07889  0.209
H 2.22407 -0.24791 -0.39806  0.221
H 2.02227 -3.13157 -0.68317  0.374
H -1.87957 0.82187 -2.33065  0.212
H -1.62250 3.06092 -1.89595  0.223
H -0.86871 3.84742 0.42661  0.227
H -1.00871 1.85121 2.26047  0.218
H -1.11041 -0.22566 1.77636  0.216

## Properties
SMILES string: SCNSP(Cl)c1ccccc1
Total energy in eV: -52375.605
Gap between HOMO and LUMO in eV: 9.0

=====

Density functional theory data (ωB97M-V/def2-TZVPD) for a single C7H9ClS molecule.

Last column: natural (NBO) charge in e.
Element x y z (Å)
C 0.97157 -1.36632 -0.67314  -0.662
C 0.35821 -0.07392 -0.54941  -0.103
C -0.75892 0.32717 -1.19341  -0.260
C -1.74461 1.23750 -0.73653  -0.170
C -1.80301 1.56846 0.59586  -0.244
C -1.11010 0.96099 1.72446  -0.246
C -1.00324 -0.31965 2.03420  -0.217
S -0.40620 -1.00759 3.52482  0.047
Cl -1.65319 -1.44972 0.82818  -0.031
H 0.70525 -1.89475 0.20816  0.237
H 2.04907 -1.24245 -0.76904  0.216
H 0.70308 -1.85231 -1.56486  0.218
H 0.49719 0.57631 0.39944  0.206
H -1.12431 -0.24791 -2.16071  0.194
H -2.37421 1.67675 -1.52702  0.222
H -2.48727 2.34314 0.90317  0.221
H -0.64197 1.52339 2.52742  0.240
H -1.53575 -1.04123 4.22693  0.131

## Properties
SMILES string: C/C=C/C=C\C=C(\S)Cl
Total energy in eV: -30759.411
Gap between HOMO and LUMO in eV: 8.3

=====

Density functional theory data (ωB97M-V/def2-TZVPD) for a 2-piece molecular cluster, C7H9F4O2P overall.

Last column: natural (NBO) charge in e.
Element x y z (Å)
C -0.19656 1.69651 -0.44730  -0.522
C -1.18501 1.08964 0.26592  0.158
C 0.90395 1.99943 0.28626  0.733
C -2.49534 -1.63377 0.03903  -0.644
C -3.21347 -0.27841 0.26081  -0.038
C 2.30441 -0.14851 -0.72970  -0.079
C 1.95771 -1.18253 0.23513  0.866
O 1.82062 2.34379 0.89344  -0.425
O -2.39398 0.77354 -0.30077  -0.510
F 1.81400 -0.29132 -1.99737  -0.345
F 0.64284 -1.21234 0.53438  -0.342
F 2.64698 -0.90844 1.34731  -0.322
F 2.17607 -2.48910 -0.02242  -0.330
P 3.95976 0.53258 -0.50819  0.291
H -0.17085 1.99158 -1.52176  0.298
H -1.26094 1.13202 1.44928  0.181
H -1.44418 -1.48171 0.30637  0.235
H -2.96158 -2.32819 0.75661  0.210
H -2.58106 -2.08839 -0.98820  0.217
H -3.31609 -0.16754 1.39678  0.160
H -4.12041 -0.18816 -0.14893  0.188
H 3.69631 1.54398 -1.68025  -0.010
H 3.41682 1.29534 0.57357  0.029

## Properties
Total energy in eV: -31652.676
Gap between HOMO and LUMO (alpha / beta) in eV: 5.7 / 8.4

=====

Which formula does entry 8 have?
C7H9F4O2P

=====

Which value of total energy does entry 8 give?
-31652.676 eV